No. 1
# C34H98CdN8O13

A molecular structure, C34H98CdN8O13 (ωB97M-V/def2-TZVPD, the Open Molecules 2025 dataset).

Structure (XYZ):
```
154
Properties=species:S:1:pos:R:3:mulliken_charge:R:1
Cd 0.865 -1.852 -3.476 0.717
O 1.379 -2.346 -1.405 -1.270
C 0.314 -1.909 -0.625 1.433
C -0.866 -1.093 -1.349 2.196
O -0.925 -1.054 -2.791 -1.025
H 0.668 -1.417 0.281 -0.771
H -0.094 -2.812 -0.172 -0.536
H -0.791 -0.068 -0.984 -0.866
H -1.791 -1.390 -0.855 -0.198
C 1.364 3.066 -1.965 0.101
C 1.024 3.645 -3.325 0.029
C 1.719 4.998 -3.609 -1.115
O 1.309 5.466 -4.958 -0.358
C 2.107 6.565 -5.315 -0.779
N 1.392 2.680 -4.357 -0.670
H 0.986 3.734 -1.191 0.214
H 2.437 2.902 -1.869 -0.031
H 0.824 2.154 -1.706 -0.515
H -0.058 3.735 -3.419 0.655
H 2.794 4.871 -3.478 0.416
H 1.275 5.711 -2.914 0.500
H 2.076 7.299 -4.510 0.317
H 1.725 6.980 -6.248 0.252
H 3.151 6.331 -5.524 0.304
H 2.396 2.577 -4.396 0.302
H 1.275 3.105 -5.265 0.243
C -2.703 4.037 -0.754 -1.708
C -1.923 3.491 0.446 1.329
C -2.442 4.212 1.725 -0.755
O -2.278 5.644 1.758 -0.412
C -3.188 6.280 2.653 -0.828
N -1.973 2.075 0.537 0.773
H -2.314 3.784 -1.741 0.281
H -2.719 5.124 -0.832 0.431
H -3.724 3.657 -0.744 0.341
H -0.871 3.761 0.344 0.083
H -1.813 3.914 2.563 -0.012
H -3.495 3.935 1.779 0.787
H -3.215 5.906 3.677 0.297
H -4.173 6.456 2.222 0.320
H -2.844 7.312 2.723 0.319
H -1.430 1.808 1.346 -0.063
H -1.427 1.709 -0.230 -0.560
C -4.685 -0.217 -0.233 -1.081
C -5.611 0.824 0.329 0.081
C -6.568 0.226 1.333 -0.906
O -7.241 -0.968 0.844 -0.314
C -8.032 -1.546 1.850 -0.758
N -4.762 1.870 0.916 -0.334
H -4.375 -0.864 0.588 -0.088
H -3.833 0.264 -0.714 0.779
H -5.138 -0.811 -1.027 0.444
H -6.179 1.187 -0.528 0.311
H -7.289 0.986 1.636 0.401
H -5.989 -0.062 2.210 0.441
H -8.841 -0.914 2.215 0.305
H -7.296 -1.706 2.638 0.352
H -8.564 -2.442 1.531 0.231
H -3.849 1.772 0.497 -0.100
H -4.592 1.621 1.879 0.286
C -1.752 -5.767 -0.960 -1.163
C -2.920 -5.010 -1.607 0.345
C -3.693 -4.061 -0.675 0.099
O -4.578 -4.904 0.082 -0.493
C -5.132 -4.231 1.232 -0.263
N -2.414 -4.193 -2.685 -0.742
H -0.963 -6.070 -1.649 0.421
H -2.073 -6.651 -0.409 0.419
H -1.336 -5.164 -0.153 -0.183
H -3.598 -5.731 -2.063 0.454
H -4.171 -3.267 -1.248 0.329
H -2.990 -3.569 -0.002 0.025
H -4.351 -4.175 1.991 -0.058
H -5.928 -4.819 1.689 0.371
H -5.400 -3.190 1.053 0.149
H -1.914 -3.510 -2.135 -0.044
H -3.190 -3.626 -2.995 0.400
C 3.664 0.063 1.429 -1.090
C 3.414 0.898 0.095 2.082
C 4.531 1.908 -0.201 -1.363
O 4.350 3.043 0.667 -0.231
C 5.525 3.384 1.402 -0.871
N 3.284 -0.116 -0.927 -0.071
H 2.885 -0.683 1.585 -0.299
H 3.778 0.793 2.230 0.435
H 4.545 -0.570 1.316 0.377
H 2.458 1.420 0.142 -0.380
H 4.419 2.162 -1.255 0.243
H 5.491 1.418 -0.040 0.671
H 5.229 4.381 1.727 0.327
H 6.411 3.467 0.772 0.335
H 5.569 2.757 2.292 0.276
H 2.572 -0.804 -0.728 -0.271
H 4.079 -0.729 -1.029 0.050
C 2.620 -3.906 2.949 -1.584
C 1.685 -4.944 2.335 0.586
C 0.217 -4.511 2.372 -0.036
O -0.301 -4.231 3.616 -0.431
C -1.702 -3.854 3.598 -0.588
N 2.089 -5.103 1.008 -0.687
H 3.663 -4.216 3.016 0.424
H 2.206 -3.804 3.952 0.502
H 2.616 -2.894 2.545 0.272
H 1.700 -5.840 2.956 0.319
H -0.427 -5.268 1.927 0.285
H 0.154 -3.605 1.770 -0.087
H -2.019 -3.731 4.634 0.351
H -2.345 -4.589 3.114 0.277
H -1.769 -2.909 3.060 0.110
H 1.560 -4.445 0.453 0.120
H 2.951 -4.576 1.001 0.239
C 2.256 4.426 3.999 -1.598
C 0.932 3.746 3.650 0.230
C 1.030 2.394 2.958 0.224
O -0.237 1.703 2.847 -0.866
C -0.185 0.270 2.596 -0.421
N 0.235 3.494 4.972 -0.822
H 2.906 3.760 4.565 0.373
H 2.179 5.334 4.599 0.378
H 2.828 4.614 3.090 0.262
H 0.319 4.428 3.060 0.253
H 1.824 1.817 3.432 0.565
H 1.404 2.602 1.955 -0.368
H 0.343 0.195 1.645 -0.163
H -1.151 -0.235 2.604 0.386
H 0.437 -0.051 3.431 0.518
H 0.885 2.803 5.319 0.328
H -0.653 3.034 4.827 0.343
C 4.562 -5.056 -1.261 -1.484
C 4.939 -3.674 -0.606 0.273
C 5.486 -2.795 -1.756 -0.642
O 5.849 -1.521 -1.133 -0.346
C 6.451 -0.558 -2.031 -0.807
N 3.808 -3.042 0.041 0.409
H 3.731 -4.910 -1.951 0.251
H 4.323 -5.854 -0.558 0.373
H 5.408 -5.368 -1.873 0.496
H 5.702 -3.843 0.155 0.431
H 4.665 -2.579 -2.440 0.144
H 6.266 -3.256 -2.361 0.603
H 7.235 -0.942 -2.685 0.374
H 6.927 0.155 -1.358 0.208
H 5.669 -0.030 -2.575 0.291
H 3.059 -2.937 -0.629 0.197
H 4.063 -2.067 0.102 -0.722
O 0.496 -1.246 -5.464 -0.301
H 0.963 -1.145 -6.293 0.263
H -0.428 -1.274 -5.710 0.308
O -3.755 -1.155 -3.248 -0.805
H -2.833 -0.916 -3.150 0.361
H -4.009 -1.486 -2.387 -0.031
O -1.565 1.605 -4.114 -0.789
H -1.507 0.862 -3.513 0.305
H -0.731 2.064 -4.009 0.441
```

Its spin multiplicity is 1. The value obtained for the HOMO-LUMO gap is 7.13 eV.

No. 2
# C35H18F15OSi

A gas-phase ion, C35H18F15OSi (charge +1) (ωB97M-V/def2-TZVPD, the Open Molecules 2025 dataset).

Structure (XYZ):
```
70
Properties=species:S:1:pos:R:3:nbo_charge:R:1
C -0.982 1.730 -2.229 -0.736
C -0.115 0.891 -1.344 0.752
C -0.452 -0.499 -1.205 -0.595
O 0.936 1.530 -0.841 -0.761
Si 1.685 1.670 0.706 1.904
C 3.064 2.927 0.528 -0.585
C 4.083 2.940 1.492 0.368
F 4.049 2.032 2.501 -0.301
C 5.115 3.857 1.478 0.268
F 6.097 3.842 2.412 -0.273
C 5.150 4.815 0.475 0.328
F 6.162 5.697 0.390 -0.263
C 4.135 4.853 -0.487 0.275
F 4.188 5.770 -1.460 -0.271
C 3.103 3.926 -0.442 0.368
F 2.123 4.027 -1.367 -0.301
C 0.437 2.322 1.897 -0.697
C 0.468 1.950 3.249 0.453
F 1.482 1.158 3.690 -0.306
C -0.450 2.399 4.193 0.254
F -0.404 2.009 5.496 -0.272
C -1.440 3.305 3.792 0.338
F -2.353 3.763 4.669 -0.261
C -1.472 3.750 2.459 0.250
F -2.439 4.614 2.086 -0.274
C -0.518 3.280 1.557 0.429
F -0.502 3.805 0.299 -0.316
C 2.324 -0.036 1.017 -0.691
C 3.554 -0.484 0.515 0.446
F 4.292 0.384 -0.227 -0.306
C 3.999 -1.795 0.699 0.255
F 5.235 -2.179 0.308 -0.271
C 3.188 -2.718 1.355 0.330
F 3.669 -3.950 1.593 -0.261
C 1.940 -2.323 1.820 0.253
F 1.161 -3.207 2.498 -0.279
C 1.530 -1.006 1.624 0.434
F 0.259 -0.665 1.997 -0.323
H -1.312 1.051 -3.033 0.263
H -1.823 2.084 -1.600 0.284
H -0.435 2.641 -2.552 0.279
H 0.374 -1.054 -0.721 0.253
H -0.470 -0.880 -2.363 0.333
C -2.185 -3.443 -5.915 -0.659
C -2.473 -2.949 -4.547 0.097
C -3.026 -1.665 -4.355 -0.245
C -3.126 -1.119 -3.091 -0.210
C -2.592 -1.868 -1.992 -0.084
C -2.083 -1.156 -0.780 -0.113
C -2.404 -1.834 0.546 -0.095
C -3.251 -1.258 1.534 -0.134
C -3.445 -1.909 2.746 -0.222
C -2.782 -3.129 3.013 -0.181
C -1.929 -3.690 2.061 -0.200
C -1.732 -3.021 0.852 -0.207
C -2.364 -3.247 -2.152 -0.188
C -2.220 -3.768 -3.431 -0.238
H -1.665 -4.405 -5.864 0.222
H -3.128 -3.636 -6.426 0.234
H -1.617 -2.724 -6.519 0.227
H -3.309 -1.042 -5.213 0.226
H -3.529 -0.100 -2.938 0.217
H -2.626 -0.163 -0.840 0.215
H -3.695 -0.269 1.364 0.208
H -4.069 -1.483 3.516 0.228
H -2.949 -3.651 3.947 0.229
H -1.394 -4.622 2.253 0.230
H -0.966 -3.387 0.166 0.209
H -2.224 -3.892 -1.296 0.230
H -1.854 -4.795 -3.565 0.227
```

The relative energy (zero: lowest compared OMol25 entry of this formula, charge and spin) comes out at 0.686 eV. Its spin multiplicity is 1. The value obtained for the HOMO-LUMO gap is 6.43 eV. As for the charge: +1.

No. 3
# C35H19BrF15GeN6SSbSe4V

A molecular structure, C35H19BrF15GeN6SSbSe4V (ωB97M-V/def2-TZVPD, the Open Molecules 2025 dataset).

Structure (XYZ):
```
84
Properties=species:S:1:pos:R:3:mulliken_charge:R:1
V -0.363 0.094 -0.461 -0.674
Br 1.278 -1.344 6.813 -0.272
C 1.150 -0.890 4.964 0.089
C -0.070 -0.484 4.445 -0.656
C -0.144 -0.118 3.115 -0.272
C 0.994 -0.151 2.293 0.351
C 2.212 -0.567 2.842 -0.267
C 2.282 -0.940 4.179 -0.812
N 0.846 0.227 0.980 0.217
C 1.645 -0.080 -0.165 -1.019
C 1.479 0.794 -1.400 -0.461
C 2.495 0.838 -2.380 -0.645
C 2.238 1.487 -3.556 -0.364
C 0.987 2.124 -3.764 -0.739
C 0.040 2.097 -2.786 -0.328
N 0.281 1.453 -1.618 -0.263
H -0.964 -0.456 5.054 0.465
H -1.090 0.167 2.673 0.328
H 3.106 -0.578 2.234 0.391
H 3.229 -1.261 4.594 0.417
H 2.675 -0.375 -0.060 1.332
H 3.429 0.346 -2.153 0.700
H 2.989 1.496 -4.336 0.402
H 0.771 2.601 -4.709 0.380
H -0.960 2.505 -2.846 0.545
F 2.210 -4.881 -1.852 -0.518
C 1.752 -4.681 -0.605 0.594
C 0.822 -3.696 -0.262 -0.578
C 0.412 -3.699 1.061 -0.167
F -0.441 -2.736 1.449 -0.370
C 0.877 -4.575 2.029 0.027
F 0.468 -4.495 3.297 -0.365
C 1.802 -5.521 1.645 0.669
F 2.292 -6.390 2.541 -0.353
C 2.220 -5.584 0.333 0.470
F 3.121 -6.514 -0.031 -0.364
Ge 0.733 -1.926 -1.355 4.196
S -1.499 -1.460 -1.248 -0.939
C 0.214 -2.992 -3.161 -0.107
C 0.301 -2.280 -4.343 -0.319
F 0.311 -0.933 -4.247 -0.154
C 0.368 -2.857 -5.596 0.353
F 0.496 -2.116 -6.707 -0.361
C 0.319 -4.234 -5.675 0.513
F 0.431 -4.849 -6.865 -0.349
C 0.101 -4.983 -4.537 0.350
F -0.025 -6.319 -4.630 -0.341
C -0.004 -4.354 -3.306 -0.258
F -0.389 -5.116 -2.270 -0.387
C 2.770 -2.256 -1.917 -0.370
C 3.627 -2.469 -0.827 -0.118
F 3.185 -2.540 0.449 -0.331
C 5.010 -2.521 -0.906 0.324
F 5.740 -2.699 0.204 -0.341
C 5.628 -2.359 -2.128 0.776
F 6.963 -2.379 -2.230 -0.343
C 4.840 -2.146 -3.234 0.252
F 5.408 -1.954 -4.436 -0.349
C 3.458 -2.080 -3.110 -0.220
F 2.834 -1.749 -4.254 -0.389
C -4.836 6.051 1.404 -1.235
C -4.600 6.243 2.919 0.695
C -5.836 5.813 3.724 -1.275
C -3.389 5.425 3.431 -1.048
N -2.315 5.299 2.464 0.787
C -1.710 4.212 1.976 -0.296
N -0.765 4.585 1.142 -0.093
N -0.794 5.935 1.141 -0.561
N -1.709 6.368 1.929 -0.274
H -4.597 6.957 0.847 0.296
H -5.869 5.747 1.235 0.401
H -4.253 5.233 0.984 0.217
H -4.411 7.300 3.119 0.362
H -6.248 4.818 3.436 0.062
H -6.635 6.534 3.531 0.405
H -5.593 5.775 4.790 0.305
H -3.806 4.440 3.639 0.319
H -2.969 5.897 4.320 0.224
H -1.892 3.166 2.157 0.550
Se -6.110 0.308 2.233 -0.487
Sb -4.463 1.368 0.789 0.656
Se -2.434 0.218 -0.113 -0.041
Se -5.798 2.927 2.344 -0.163
Se -5.859 2.742 -0.672 -0.781
```

As for the expectation value of S²: 1.114. The relative energy (zero: lowest compared OMol25 entry of this formula, charge and spin) comes out at 8.610 eV. Its spin multiplicity is 2. The value obtained for the HOMO-LUMO gap (alpha / beta) is 4.77 / 4.90 eV. As for the charge: -2.

No. 4
# C35H20F5N3OP2ReS5Se2

A molecular structure, C35H20F5N3OP2ReS5Se2 (ωB97M-V/def2-TZVPD, the Open Molecules 2025 dataset).

Structure (XYZ):
```
74
Properties=species:S:1:pos:R:3:nbo_charge:R:1
Re -1.869 1.208 -2.404 0.677
Se 4.425 1.364 0.981 -0.470
P 2.988 -0.161 0.939 1.217
C 2.283 -0.448 2.596 -0.342
C 2.120 -1.726 3.126 -0.144
C 1.759 -1.889 4.456 -0.232
C 1.544 -0.782 5.262 -0.200
C 1.696 0.495 4.739 -0.218
C 2.080 0.660 3.419 -0.215
C 3.533 -1.779 0.338 -0.310
C 2.597 -2.731 -0.062 -0.221
C 3.019 -3.970 -0.510 -0.202
C 4.378 -4.257 -0.571 -0.190
C 5.309 -3.306 -0.187 -0.210
C 4.889 -2.062 0.266 -0.187
C 1.651 0.199 -0.235 -0.251
C 0.316 0.558 -0.232 -0.310
N -0.027 0.717 -1.535 -0.389
N 1.032 0.458 -2.290 -0.048
N 2.042 0.153 -1.533 -0.222
P -0.959 0.778 0.971 1.326
Se -2.811 1.282 -0.123 -0.088
C -1.202 -0.768 1.850 -0.331
C -1.491 -1.879 1.053 -0.205
C -1.731 -3.103 1.647 -0.193
C -1.704 -3.218 3.033 -0.182
C -1.415 -2.116 3.820 -0.206
C -1.151 -0.886 3.232 -0.196
C -0.555 2.139 2.060 -0.442
C 0.548 2.939 1.777 -0.166
C 0.812 4.043 2.574 -0.194
C -0.023 4.348 3.637 -0.175
C -1.138 3.562 3.903 -0.225
C -1.413 2.462 3.112 -0.123
H 2.302 -2.599 2.515 0.221
H 1.656 -2.886 4.862 0.220
H 1.275 -0.914 6.302 0.218
H 1.546 1.364 5.366 0.221
H 2.284 1.651 3.035 0.244
H 1.537 -2.501 -0.033 0.219
H 2.293 -4.707 -0.825 0.217
H 4.709 -5.222 -0.931 0.218
H 6.367 -3.525 -0.248 0.220
H 5.604 -1.302 0.554 0.243
H -1.536 -1.782 -0.027 0.237
H -1.954 -3.964 1.031 0.227
H -1.906 -4.174 3.498 0.223
H -1.378 -2.211 4.896 0.224
H -0.885 -0.039 3.848 0.235
H 1.206 2.699 0.951 0.248
H 1.674 4.661 2.359 0.233
H 0.187 5.210 4.256 0.225
H -1.799 3.816 4.721 0.225
H -2.301 1.870 3.300 0.217
O -4.682 7.269 -4.051 -0.547
C -4.170 6.210 -3.837 0.205
S -2.515 6.029 -3.208 0.353
C -2.538 4.288 -3.106 -0.385
C -3.674 3.663 -3.463 -0.434
S -3.862 1.933 -3.419 0.074
S -5.012 4.655 -3.999 0.347
S -1.099 3.462 -2.577 -0.022
F -1.677 -1.457 -8.629 -0.278
C -1.863 -1.365 -7.315 0.266
C -1.310 -0.312 -6.605 0.292
F -0.588 0.613 -7.227 -0.274
C -1.526 -0.248 -5.244 0.298
F -0.956 0.793 -4.568 -0.288
C -2.275 -1.176 -4.539 -0.272
S -2.552 -1.058 -2.804 -0.061
C -2.811 -2.221 -5.283 0.322
F -3.545 -3.157 -4.680 -0.289
C -2.613 -2.321 -6.649 0.316
F -3.147 -3.332 -7.331 -0.288
```

As for the expectation value of S²: 3.779. Its spin multiplicity is 4. The value obtained for the HOMO-LUMO gap (alpha / beta) is 6.81 / 6.06 eV.

No. 5
# C35H21BrCl3N9OTb

A molecular structure, C35H21BrCl3N9OTb (ωB97M-V/def2-TZVPD, the Open Molecules 2025 dataset).

Structure (XYZ):
```
71
Properties=species:S:1:pos:R:3:mulliken_charge:R:1
Tb -0.562 -0.599 -0.706 1.288
C -1.466 -3.421 3.123 -0.873
C -0.611 -4.324 2.657 -0.383
C 0.480 -3.906 1.721 0.136
C 0.556 -2.376 1.438 1.449
N -0.573 -1.529 1.848 -0.436
C -1.434 -2.035 2.643 -0.107
N 1.825 -1.802 1.691 -0.763
C 2.267 -0.877 0.911 -0.187
N 1.595 -0.267 -0.131 -0.117
C 2.421 0.681 -0.700 0.054
N 2.143 1.442 -1.693 -0.637
C 0.871 1.684 -2.176 0.712
C 0.728 2.075 -3.515 -0.721
C -0.495 2.497 -3.973 -0.491
C -1.566 2.603 -3.080 -0.272
C -1.361 2.203 -1.789 -0.414
N -0.192 1.691 -1.334 -0.400
C 3.733 0.642 -0.017 0.133
C 4.904 1.335 -0.240 -0.191
C 5.990 1.035 0.576 -0.604
C 5.896 0.069 1.576 -0.647
C 4.708 -0.622 1.798 -0.183
C 3.635 -0.312 0.987 -0.036
H -2.241 -3.687 3.829 0.409
H -0.665 -5.367 2.946 0.570
H 1.440 -4.343 1.990 0.471
H -2.246 -1.383 2.960 0.481
H 1.602 2.050 -4.150 0.512
H -0.622 2.785 -5.010 0.513
H -2.532 2.966 -3.396 0.347
H -2.139 2.313 -1.042 0.518
H 4.972 2.076 -1.027 0.524
H 6.926 1.559 0.431 0.408
H 6.765 -0.156 2.181 0.411
H 4.616 -1.371 2.574 0.533
Br -3.569 5.609 -7.423 -0.156
C -4.577 4.229 -6.619 -0.023
C -5.266 3.329 -7.412 -0.432
C -5.997 2.314 -6.812 -0.319
C -5.989 2.170 -5.434 -0.050
C -5.324 3.103 -4.645 0.076
C -4.628 4.144 -5.235 -0.560
N -6.820 1.145 -4.855 -0.601
N -6.414 0.360 -3.985 -0.269
C -5.021 0.159 -3.684 0.230
C -4.077 -0.101 -4.641 -0.520
C -2.775 -0.492 -4.296 -0.652
C -2.371 -0.608 -2.989 0.238
O -1.129 -0.952 -2.647 -0.658
C -3.340 -0.315 -1.972 0.688
N -2.939 -0.352 -0.652 -0.091
C -3.813 -0.054 0.288 -0.119
C -5.146 0.280 0.026 -1.126
C -5.568 0.317 -1.274 -0.647
C -4.661 0.037 -2.320 0.531
H -5.243 3.426 -8.489 0.437
H -6.556 1.608 -7.414 0.459
H -5.389 3.035 -3.565 0.462
H -4.129 4.890 -4.630 0.510
H -4.350 -0.035 -5.686 0.499
H -2.050 -0.711 -5.072 0.572
H -3.447 -0.077 1.308 0.414
H -5.813 0.506 0.846 0.426
H -6.594 0.559 -1.523 0.548
Cl -1.116 -6.270 -0.155 -0.108
C -0.152 -4.968 -0.828 0.681
Cl -1.011 -4.154 -2.148 -0.082
Cl 1.407 -5.575 -1.394 -0.097
C 0.160 -3.935 0.233 -0.904
N 0.230 -2.691 -0.006 -0.365
```

As for the expectation value of S²: 12.681. Its spin multiplicity is 7. The value obtained for the HOMO-LUMO gap (alpha / beta) is 6.88 / 6.92 eV. As for the charge: +1.

| no. | strongest force on any atom (eV Å⁻¹) |
| --- | --- |
| 1 | 3.25 |
| 2 | 3.58 |
| 3 | 6.05 |
| 4 | 0.58 |
| 5 | 1.17 |